{"formula": "C4H10O", "method": "wB97M-V/def2-TZVPD", "symbols": ["O", "C", "H", "H", "H", "C", "H", "H", "H", "C", "C", "H", "H", "H", "H"], "positions_angstrom": [[0.29283, 0.18788, -0.40519], [1.65010, -0.14023, -0.10226], [1.89754, 0.37315, 0.82639], [-1.84536, 0.20617, 2.39026], [1.73736, -1.21995, 0.04469], [-1.15095, 0.60667, 1.63530], [2.29386, 0.21505, -0.91550], [-1.69593, 1.38368, 1.07291], [0.02704, -1.31876, -1.80933], [-0.68530, -0.61868, 0.88053], [-0.08199, -0.23162, -1.71088], [-0.34399, 1.09622, 2.19725], [-1.12528, 0.05492, -1.84566], [-1.51354, -0.87802, 0.18916], [0.54362, 0.28353, -2.44767]], "mulliken_charge": [-0.0360, -0.7178, 0.2345, 0.3521, 0.3452, -0.8849, 0.3284, 0.2525, 0.3554, -0.3935, -0.7715, 0.2310, 0.2927, 0.0984, 0.3135], "lumo_energy_ev": 0.89, "energy_ha": -233.4730, "homo_ev": -7.278, "e_above_lowest_ev": 4.6801, "homo_lumo_gap_ha": 0.300}